Entry from the OMol25 dataset: a cluster of 2 separate species, C2H6NO in total (wB97M-V/def2-TZVPD).

Last column: Löwdin spin population.
Positions of all 10 atoms, in Å:
C -0.705 1.284 -1.995  0.100
O -0.166 1.110 -0.752  0.815
H -1.283 0.389 -2.276  0.055
H -1.417 2.119 -2.012  0.011
H 0.067 1.401 -2.766  0.011
C 0.403 -0.829 1.167  0.004
N 0.505 -1.802 1.969  0.001
H -0.602 -0.570 0.839  0.003
H 1.213 -0.160 0.877  -0.001
H 1.478 -2.074 2.113  0.000

Output
HOMO (alpha / beta) (eV): -9.754 / -9.736
Total charge: 0
Multiplicity: 2
⟨S²⟩: 0.754
Energy (Eh): -209.668113
Molar mass (g/mol): 60.08
Orbital gap (alpha / beta) (eV): 10.645 / 8.018

=====

Entry from the OMol25 dataset: the ion C2H6NO with charge +1 (wB97M-V/def2-TZVPD).

Last column: natural (NBO) charge in e.
Positions of all 10 atoms, in Å:
N 0.706 1.239 -0.331  -0.591
C -0.214 0.448 -0.806  0.272
C -0.514 -0.734 -0.022  -0.177
O 0.322 -0.619 1.476  -0.782
H 0.954 0.958 0.636  0.489
H 0.790 2.136 -0.853  0.460
H -0.602 0.509 -1.818  0.258
H -0.362 -1.655 -0.519  0.264
H -1.546 -0.729 0.360  0.279
H 0.466 -1.554 1.878  0.527

Output
HOMO (eV): -16.149
Total charge: +1
Multiplicity: 1
Energy (Eh): -209.473038
Molar mass (g/mol): 60.08
Orbital gap (eV): 10.551

=====

Entry from the OMol25 dataset: a cluster of 2 separate species, C2H6NO in total (wB97M-V/def2-TZVPD).

Last column: natural (NBO) charge in e.
Positions of all 10 atoms, in Å:
C 2.519 -0.654 0.156  -0.274
C 1.494 0.342 0.192  0.227
N -2.458 0.361 -0.126  -0.898
O 2.717 0.803 0.277  -0.379
H 2.638 -1.283 1.074  0.226
H 2.676 -1.101 -0.866  0.221
H -2.697 -0.361 0.572  0.471
H -2.882 1.269 0.063  0.461
H -2.651 0.137 -1.113  0.459
H -1.356 0.487 -0.229  0.486

Output
HOMO (eV): -13.602
Total charge: +1
Multiplicity: 1
Energy (Eh): -209.399583
Molar mass (g/mol): 60.08
Orbital gap (eV): 9.262